Entry from the OMol25 dataset: C4H6N2 in the gas phase in a non-equilibrium geometry (ωB97M-V/def2-TZVPD).

Bonds (Å) are listed after each position.
Atoms and positions in Å:
1 C -0.18600 0.74864 1.69740  N2 1.457, H7 1.093, H8 1.103, H9 1.088
2 N -0.14389 -0.41841 0.82690  C1 1.457, C3 1.454, C4 1.463
3 C 0.90120 -0.47671 -0.18190  N2 1.454, C4 1.484, H10 1.095
4 C -0.45508 0.01091 -0.53655  N2 1.463, C3 1.484, C5 1.419, H12 1.084
5 C -0.85205 -0.79468 -1.63511  C4 1.419, N6 1.222
6 N -0.27971 -1.08098 -2.67650  C5 1.222, H11 1.141
7 H -1.20547 0.85277 2.07819  C1 1.093
8 H 0.10133 1.70035 1.22074  C1 1.103
9 H 0.49176 0.54654 2.52481  C1 1.088
10 H 1.16851 -1.53043 -0.31342  C3 1.095
11 H 0.75577 -0.78432 -2.29927  N6 1.141
12 H -0.62356 1.06270 -0.73995  C4 1.084

Values from the calculation:
**Charge**: 0
**LUMO level (spin up / spin down)**: -0.94 / -0.42 eV
**Gap between HOMO and LUMO (spin up / spin down)**: 0.26366 / 0.32498 hartree
**E**: -265.277381 Eh